18
Properties=species:S:1:pos:R:3:nbo_charge:R:1 method="wB97M-V/def2-TZVPD" smiles=C[C@@]1(N)[NH2+]CCO1 max_force_ev_per_a=4.542 total_charge=+1 total_energy_ha=-343.481778 orbital_gap_ev=11.5
C -1.0995 -1.0140 -1.1909 -0.666
C -0.2320 -0.6837 0.0050 0.595
N 0.5342 -1.8032 0.5469 -0.860
N 0.8596 0.4801 -0.4203 -0.579
C 0.3821 1.7407 0.1204 -0.269
C -0.4714 1.2989 1.3701 -0.063
O -1.0343 0.0694 0.8694 -0.513
H -1.2140 -0.0764 -1.6804 0.218
H -2.1536 -1.2560 -0.7313 0.276
H -0.8004 -1.7865 -1.8774 0.251
H 0.1778 -2.7156 0.3903 0.410
H 0.6801 -1.7783 1.5234 0.390
H 1.0270 0.5564 -1.4293 0.457
H 1.6170 0.1211 0.2414 0.458
H -0.2771 2.2001 -0.6079 0.227
H 1.1476 2.4688 0.5123 0.252
H 0.1868 1.2358 2.1916 0.190
H -1.1875 2.0394 1.4088 0.226

13
Properties=species:S:1:pos:R:3:nbo_charge:R:1 method="wB97M-V/def2-TZVPD" smiles="C1=NN=C2C=NNN2N1" max_force_ev_per_a=10.026 total_energy_ha=-445.031714 orbital_gap_ev=7.4
C 1.9611 0.2101 -0.0231 0.244
N 1.9731 -1.0176 0.0689 -0.282
N 0.7298 -1.6190 0.1538 -0.308
C -0.3571 -0.8828 -0.2469 0.286
C -1.6568 -1.2333 -0.1448 -0.037
N -2.3783 -0.1725 0.0880 -0.154
N -1.5396 1.0017 0.1072 -0.319
N -0.2403 0.5311 -0.4248 -0.165
N 0.9831 1.1936 0.0101 -0.446
H 2.8468 0.7153 -0.0039 0.168
H -2.0606 -2.2789 -0.1503 0.251
H -1.3777 1.5668 0.9736 0.385
H 1.1164 1.9855 -0.4081 0.376

64
Properties=species:S:1:pos:R:3:nbo_charge:R:1 method="wB97M-V/def2-TZVPD" max_force_ev_per_a=3.131 total_charge=+2 total_energy_ha=-4939.395910 orbital_gap_ev="4.0 / 4.7"
I -0.7186 1.3585 -0.6550 -0.142
I -0.4615 -1.5688 -0.6898 -0.271
La 0.1934 0.0246 -5.3881 2.244
P -2.5030 -0.1872 -3.5014 0.654
C -3.4902 -0.2300 -1.9159 -0.891
C -3.5501 1.1710 -4.1800 -0.923
H -4.5995 0.8399 -4.1670 0.254
H -4.4933 -1.3524 -4.2139 0.252
H -3.2314 1.3866 -5.2071 0.214
H -3.0451 -1.8463 -5.1811 0.218
H -3.3560 0.6838 -1.3236 0.251
H -3.4329 2.0588 -3.5425 0.256
C -3.4283 -1.6210 -4.1793 -0.921
H -4.5545 -0.3236 -2.1806 0.241
H -3.2762 -2.4649 -3.4939 0.260
H -3.2058 -1.0836 -1.2884 0.258
P 2.2128 0.1195 -3.3101 0.586
C 2.8113 0.2650 -1.5866 -0.895
C 3.2353 -1.3634 -3.7033 -0.914
H 3.1201 1.6455 -5.0418 0.218
H 4.3627 1.0855 -3.8594 0.265
H 3.1760 2.3328 -3.3877 0.266
C 3.3250 1.4240 -3.9855 -0.919
H 2.9959 -1.7814 -4.6890 0.219
H 4.2996 -1.0896 -3.6598 0.264
H 3.9053 0.4058 -1.5900 0.254
H 2.5752 -0.6444 -1.0261 0.268
H 3.0311 -2.1180 -2.9331 0.270
H 2.3392 1.1185 -1.0911 0.261
Cl 0.0936 -0.1062 -7.9122 -0.629
C -0.3320 4.3767 3.7856 -0.177
C 0.5526 4.2196 2.7077 -0.201
C 0.8370 2.9466 2.2033 -0.267
C 0.1308 1.8484 2.7137 -0.264
C -0.6869 1.9626 3.8446 -0.255
C -0.9078 3.2467 4.3514 -0.197
As 0.2127 0.1388 1.7008 1.153
C 1.8440 -0.7520 2.3669 -0.392
C 2.3439 -1.9307 1.8085 -0.230
C 3.5016 -2.5280 2.3041 -0.207
C 4.2232 -1.9112 3.3405 -0.168
C 3.7647 -0.6850 3.8326 -0.217
C 2.6055 -0.0951 3.3382 -0.139
C -1.3435 -0.8008 2.4027 -0.279
C -1.1964 -2.1533 2.7123 -0.240
C -2.3180 -2.9552 2.8900 -0.198
C -3.6058 -2.4141 2.7773 -0.177
C -3.7324 -1.0655 2.4306 -0.196
C -2.6215 -0.2615 2.2556 -0.264
H -0.5828 5.3812 4.1523 0.237
H 0.9919 5.0974 2.2333 0.228
H 1.5792 2.8252 1.3936 0.215
H -1.1487 1.0753 4.2806 0.237
H -1.5785 3.3510 5.2023 0.233
H 1.8307 -2.4130 0.9666 0.222
H 3.8759 -3.4612 1.8691 0.230
H 5.1363 -2.3742 3.7161 0.237
H 4.3586 -0.1908 4.6042 0.237
H 2.3021 0.8961 3.6684 0.224
H -0.1960 -2.5713 2.8299 0.228
H -2.2007 -4.0183 3.0451 0.231
H -4.4768 -3.0416 2.8931 0.234
H -4.7257 -0.6565 2.3015 0.227
H -2.7674 0.7749 1.9610 0.228

9
Properties=species:S:1:pos:R:3:mulliken_spin:R:1 method="wB97M-V/def2-TZVPD" max_force_ev_per_a=0.896 total_charge=+1 total_energy_ha=-344.234481 multiplicity=2 orbital_gap_ev="9.7 / 8.4" s_squared=0.754
In 31.5980 9.3451 -13.1451 0.000
C 35.3452 6.2690 -13.5548 0.078
C 33.9674 5.8198 -14.0161 -0.014
O 33.0649 6.8677 -13.9542 0.862
H 35.5759 7.2821 -13.8844 -0.004
H 36.0696 5.5362 -13.9104 0.006
H 35.4300 6.2366 -12.4686 0.000
H 33.6741 5.1221 -13.2317 0.078
H 34.0463 5.3149 -14.9789 -0.004

Relative energy (zero: lowest compared OMol25 entry of this formula, charge and spin) in eV, matching the order above: 2.2416 4.8558 3.2172 0.0000